No. 1
{"formula": "C3H3NOS", "method": "ωB97M-V/def2-TZVPD", "orbital_gap_ev": 7.78, "total_energy_ha": -644.199583, "relative_energy_kcal_mol": 54.8, "e_lumo_ev": -0.39, "symbols": ["C", "C", "C", "N", "O", "S", "H", "H", "H"], "xyz": [[-1.136, -0.188, -0.160], [0.304, 0.774, -1.026], [0.037, -0.522, 0.674], [0.950, 0.309, 0.063], [0.374, 1.392, -2.021], [-2.701, -0.335, 0.048], [-0.347, -0.378, 1.738], [0.485, -1.461, 0.539], [2.034, 0.409, 0.145]]}


No. 2
{"formula": "C3H3NOS", "method": "ωB97M-V/def2-TZVPD", "orbital_gap_ev": 7.93, "total_energy_ha": -644.152695, "smiles": "[H]/N=C/C(=O)C=S", "relative_energy_kcal_mol": 84.2, "e_lumo_ev": -0.83, "symbols": ["H", "N", "C", "C", "O", "C", "S", "H", "H"], "xyz": [[-2.757, 0.354, 0.793], [-1.852, 0.501, 0.342], [-1.346, -0.573, -0.028], [0.450, -0.351, -0.228], [0.918, -1.430, -0.063], [1.676, 0.921, -0.265], [3.126, 0.334, -0.102], [-1.619, -1.594, 0.062], [1.404, 1.839, -0.511]]}


No. 3
{"formula": "C3H3NOS", "method": "ωB97M-V/def2-TZVPD", "orbital_gap_ev": 10.04, "total_energy_ha": -644.194927, "smiles": "C=C=O.N=C=S", "relative_energy_kcal_mol": 57.7, "e_lumo_ev": 0.71, "symbols": ["C", "C", "O", "H", "H", "N", "C", "S", "H"], "xyz": [[0.998, -0.574, 0.057], [1.321, 0.622, 0.301], [1.495, 1.758, 0.216], [2.023, -1.215, 0.190], [0.301, -1.251, 0.359], [-1.598, -0.641, -0.230], [-1.602, 0.515, -0.159], [-1.507, 2.004, 0.261], [-1.431, -1.220, -0.995]]}


No. 4
{"formula": "C3H3NOS2", "method": "ωB97M-V/def2-TZVPD", "orbital_gap_ev": 7.92, "total_energy_ha": -1042.333800, "relative_energy_kcal_mol": 103.5, "e_lumo_ev": -0.69, "symbols": ["C", "C", "C", "N", "O", "S", "S", "H", "H", "H"], "xyz": [[-0.446, 0.953, 0.022], [0.724, 0.435, 0.744], [-1.584, 0.323, -0.053], [0.681, -1.724, -1.020], [0.730, -0.687, 1.449], [-2.926, -0.408, -0.260], [1.653, -1.015, -0.054], [-0.281, 2.021, -0.091], [1.338, 1.331, 0.981], [0.111, -1.230, -1.719]]}


Repeat the second record exactly.
{"formula": "C3H3NOS", "method": "ωB97M-V/def2-TZVPD", "orbital_gap_ev": 7.93, "total_energy_ha": -644.152695, "smiles": "[H]/N=C/C(=O)C=S", "relative_energy_kcal_mol": 84.2, "e_lumo_ev": -0.83, "symbols": ["H", "N", "C", "C", "O", "C", "S", "H", "H"], "xyz": [[-2.757, 0.354, 0.793], [-1.852, 0.501, 0.342], [-1.346, -0.573, -0.028], [0.450, -0.351, -0.228], [0.918, -1.430, -0.063], [1.676, 0.921, -0.265], [3.126, 0.334, -0.102], [-1.619, -1.594, 0.062], [1.404, 1.839, -0.511]]}